No. 1
Computed, not measured: the molecule C2H7N3 in a non-equilibrium geometry, with the ωB97M-V functional and the def2-TZVPD basis.

XYZ file:
```
12
Properties=species:S:1:pos:R:3:mulliken_charge:R:1
H 0.229 -1.564 0.846 0.267
N 0.194 -0.660 1.237 -0.696
C 0.217 0.265 0.365 0.519
C 0.262 1.719 0.905 -0.816
N -0.040 -0.034 -0.998 -0.166
N -0.550 -1.308 -1.402 -0.675
H 0.798 2.552 0.034 0.261
H -0.813 2.046 1.364 0.220
H 1.121 1.831 1.843 0.256
H -0.610 0.787 -1.526 0.271
H 0.338 -1.901 -1.617 0.278
H -1.167 -1.645 -0.418 0.280
```

## Properties
- Total energy: -6654.3774 eV
- Structure (SMILES): [H]/N=C(/C)NN
- HOMO-LUMO gap: 10.1 eV
- HOMO level: -9.23 eV

***

No. 2
Computed, not measured: a structure of composition C32H31Cl2N8NaO4PS in a non-equilibrium geometry, with the ωB97M-V functional and the def2-TZVPD basis.

XYZ file:
```
80
Properties=species:S:1:pos:R:3:mulliken_charge:R:1
Na 0.017 0.629 1.155 0.666
O -4.170 1.360 -1.638 -0.695
C -4.652 2.376 -0.904 0.046
C -5.925 2.883 -1.175 -0.715
C -6.434 3.927 -0.429 -0.271
C -5.692 4.476 0.606 -0.777
C -4.434 3.979 0.883 -0.303
C -3.891 2.936 0.140 0.282
C -2.523 2.425 0.414 0.652
O -2.098 1.384 -0.185 -0.518
N -1.867 3.105 1.331 -0.753
N -0.581 2.839 1.503 -0.005
C -0.051 3.073 2.645 -0.712
C 1.323 2.736 2.890 1.036
C 1.899 2.928 4.157 -0.970
C 3.158 2.429 4.404 -0.286
C 3.836 1.781 3.382 -0.792
C 3.207 1.684 2.149 0.064
N 1.999 2.137 1.906 -0.083
H -3.270 1.168 -1.212 0.349
H -6.503 2.440 -1.972 0.389
H -7.421 4.313 -0.648 0.364
H -6.097 5.286 1.197 0.373
H -3.834 4.376 1.687 0.444
H -0.644 3.439 3.490 0.263
H 1.343 3.425 4.938 0.385
H 3.610 2.531 5.382 0.413
H 4.810 1.350 3.547 0.424
H 3.696 1.200 1.316 0.324
Cl 3.918 -3.780 5.923 -0.277
C 3.161 -2.925 4.610 0.194
C 3.393 -3.355 3.299 -0.880
C 2.775 -2.699 2.275 0.755
Cl 3.062 -3.233 0.660 -0.209
C 1.856 -1.595 2.433 -0.665
O 1.301 -1.053 1.460 0.431
C 1.678 -1.203 3.809 1.128
C 0.742 -0.170 4.127 -0.673
O -0.036 0.376 3.366 -0.397
C 2.342 -1.857 4.856 -1.108
H 4.040 -4.199 3.108 0.450
H 0.738 0.117 5.206 0.155
H 2.172 -1.530 5.874 0.356
N 3.986 -1.433 -5.178 -0.333
C 4.035 -0.140 -4.809 0.062
S 4.825 0.965 -5.742 -0.391
C 3.375 0.228 -3.555 0.786
C 3.300 -0.656 -2.477 -0.842
C 2.629 -0.247 -1.335 -0.361
N 2.059 0.937 -1.208 0.027
C 2.148 1.784 -2.217 -0.763
C 2.790 1.485 -3.407 -0.615
H 4.391 -1.690 -6.064 0.202
H 3.398 -2.090 -4.688 0.197
H 3.778 -1.625 -2.508 0.591
H 2.525 -0.894 -0.480 0.466
H 1.676 2.742 -2.062 0.471
H 2.833 2.194 -4.220 0.421
C -2.599 -2.104 -3.271 -0.975
N -1.193 -1.755 -3.142 0.152
C -0.444 -2.957 -2.817 -0.966
N -0.924 -3.657 -1.640 0.146
C -2.336 -3.946 -1.817 -1.023
N -3.141 -2.770 -2.099 0.114
C -3.198 -1.870 -0.956 -1.026
P -1.531 -1.177 -0.409 0.939
C -1.001 -0.715 -2.144 -0.077
C -0.699 -2.861 -0.443 -0.915
H -2.706 -2.780 -4.130 0.307
H -3.176 -1.196 -3.458 0.443
H 0.606 -2.690 -2.662 0.339
H -0.514 -3.643 -3.672 0.315
H -2.718 -4.428 -0.912 0.408
H -2.442 -4.644 -2.658 0.330
H -3.627 -2.421 -0.110 0.467
H -3.872 -1.045 -1.204 0.436
H 0.057 -0.443 -2.118 -0.311
H -1.570 0.166 -2.449 0.420
H -1.048 -3.434 0.424 0.580
H 0.374 -2.697 -0.329 0.122
```

## Properties
- Total energy: -103387.0131 eV
- HOMO-LUMO gap: 6.5 eV
- HOMO level: -4.90 eV
- Net charge: -1

***

No. 3
Computed, not measured: a cluster of 3 separate species, C5H16N4 in total in a non-equilibrium geometry, with the ωB97M-V functional and the def2-TZVPD basis.

XYZ file:
```
25
Properties=species:S:1:pos:R:3:mulliken_charge:R:1
C -1.218 2.242 6.788 -0.275
C 0.417 2.754 5.141 0.054
C -1.153 0.810 6.742 -0.835
C 0.438 -4.894 -9.788 -1.009
C 1.277 -3.741 -9.947 0.285
N 0.808 2.340 3.917 -0.403
N 1.173 -2.876 -10.937 -0.237
N -2.349 2.860 5.943 -0.292
N 1.349 3.289 5.897 -0.357
H -1.668 0.429 7.656 0.380
H -1.492 0.315 5.825 0.384
H -0.139 0.608 6.964 0.265
H 0.814 -5.723 -9.086 0.331
H 0.143 -5.363 -10.711 0.365
H -0.321 -4.454 -9.131 0.345
H 2.136 -3.707 -9.229 0.365
H 0.109 2.052 3.118 0.255
H 1.744 2.585 3.557 0.205
H 1.826 -2.135 -11.053 0.279
H 0.517 -3.278 -11.585 0.276
H -1.931 3.744 5.611 0.398
H -3.050 3.031 6.709 0.393
H -2.809 2.361 5.206 0.302
H 2.407 3.268 5.630 0.238
H 0.973 3.484 6.763 0.288
```

## Properties
- Total energy: -11385.4253 eV
- HOMO-LUMO gap: 7.3 eV
- HOMO level: -13.67 eV
- Net charge: +2

***

No. 4
Computed, not measured: a structure of composition C17H22MnN5O3P, with the ωB97M-V functional and the def2-TZVPD basis.

XYZ file:
```
49
Properties=species:S:1:pos:R:3:lowdin_spin:R:1
Mn -0.806 -0.674 -0.141 0.950
O -3.175 2.238 0.524 0.003
C -2.762 1.143 0.231 0.003
O -1.860 0.475 0.927 0.023
C -3.143 0.466 -1.052 0.001
C -4.342 0.689 -1.693 0.000
C -4.589 -0.002 -2.870 0.000
C -3.622 -0.861 -3.373 0.000
C -2.437 -1.016 -2.679 0.002
N -2.206 -0.369 -1.532 0.001
H -5.048 1.388 -1.268 0.000
H -5.524 0.132 -3.398 0.000
H -3.780 -1.408 -4.292 0.000
H -1.651 -1.665 -3.041 0.001
O -0.414 -2.508 0.265 0.005
N 0.164 -3.641 -0.171 0.006
C -0.024 -4.729 0.594 0.001
C 0.518 -5.936 0.211 0.000
C 1.253 -6.011 -0.962 0.000
C 1.428 -4.867 -1.727 0.000
C 0.869 -3.679 -1.309 0.002
H -0.615 -4.561 1.481 0.000
H 0.353 -6.801 0.837 0.000
H 1.685 -6.950 -1.279 0.000
H 1.993 -4.882 -2.648 0.000
H 0.959 -2.747 -1.844 0.003
C 2.376 3.726 0.593 0.000
N 0.922 3.670 1.090 0.000
C 0.930 3.282 2.588 0.000
N 1.641 2.069 2.786 -0.001
C 3.006 2.177 2.272 0.000
N 3.032 2.490 0.840 -0.001
C 2.549 1.384 -0.001 -0.001
P 0.797 1.001 0.412 0.002
C 0.104 2.699 0.280 0.001
C 0.938 0.897 2.247 -0.001
H 2.849 4.537 1.146 0.000
H 2.335 3.971 -0.467 0.000
H 0.504 4.598 1.002 0.000
H -0.114 3.207 2.888 0.000
H 1.417 4.113 3.097 0.000
H 3.530 1.240 2.443 0.000
H 3.526 2.970 2.808 0.000
H 3.173 0.505 0.164 0.000
H 2.643 1.651 -1.055 0.000
H -0.919 2.725 0.652 0.000
H 0.114 3.045 -0.754 0.000
H 1.484 -0.007 2.519 0.000
H -0.067 0.828 2.662 0.000
```

## Properties
- Total energy: -72171.8168 eV
- HOMO-LUMO gap (spin up / spin down): 8.9 / 8.7 eV
- HOMO level (spin up / spin down): -14.78 / -14.47 eV
- Spin multiplicity: 2
- Net charge: +2

***

Question: total energy of number 2 (C32H31Cl2N8NaO4PS)?
Answer: -103387.0131 eV